No. 1
{"formula": "C5H11ClN", "method": "wB97M-V/def2-TZVPD", "homo_energy_ev": [-11.84, -14.00], "e_above_lowest_ev": 2.911, "spin_multiplicity": 3, "e_lumo_ev": [-5.746, -7.824], "energy_ev": -19361.5760, "total_charge": 1, "orbital_gap_ha": [0.2240, 0.2269], "symbols": ["C", "C", "C", "C", "C", "N", "Cl", "H", "H", "H", "H", "H", "H", "H", "H", "H", "H", "H"], "coordinates": [[-0.005166, -0.163471, 0.041421], [-0.863710, 0.445585, 2.153901], [0.183551, -0.965035, -2.127457], [1.772023, 0.770022, -1.272243], [-2.230558, -0.062686, 2.297575], [0.721084, -0.175182, -1.099510], [-2.226751, -1.723390, 2.915711], [-0.255909, -0.060540, 2.753770], [-0.764654, -0.973848, -0.058308], [-0.787524, 1.556049, 2.056084], [-0.844712, -1.081008, -1.835674], [0.384059, -0.505699, -3.045288], [0.674188, -1.955142, -2.292746], [2.409119, 0.752336, -0.316280], [2.225559, 0.395111, -2.100827], [1.426542, 1.787551, -1.470908], [-2.855478, -0.145241, 1.372419], [-2.712417, 0.647695, 3.020017]], "atomic_forces_ev_per_a": [[3.0, -2.0, -5.9], [-3.5, 3.2, -0.6], [0.2, -2.4, -0.9], [0.9, 1.0, 2.9], [-1.1, 0.5, -0.3], [-3.0, 1.6, 6.3], [0.0, -0.2, 0.2], [3.3, -1.8, 2.1], [-0.2, 0.7, 1.7], [0.3, -1.0, -0.2], [-0.6, -0.4, -1.1], [-0.5, 1.1, -1.5], [-0.2, 0.5, 0.9], [-0.7, 0.1, -1.7], [2.3, -0.5, -2.2], [-0.2, -0.2, 0.1], [0.4, 0.6, 0.6], [-0.2, -0.9, -0.5]]}


No. 2
{"formula": "C5H11ClN5", "method": "wB97M-V/def2-TZVPD", "smiles": "CN(C)[C@@]1(Cl)N=CNC(=[NH2+])N1", "homo_energy_ev": -12.86, "e_above_lowest_ev": 1.227, "spin_multiplicity": 1, "e_lumo_ev": -3.404, "energy_ev": -25329.2617, "total_charge": 1, "orbital_gap_ha": 0.3474, "symbols": ["C", "C", "C", "C", "C", "N", "N", "N", "N", "N", "Cl", "H", "H", "H", "H", "H", "H", "H", "H", "H", "H", "H"], "coordinates": [[-1.349182, -0.233036, 1.782165], [-2.004571, -0.068384, -0.433774], [0.333028, -0.407841, 0.260661], [2.229420, 0.007273, -1.344919], [2.327545, 0.462335, 1.063471], [-0.102020, -0.154460, 1.507824], [-2.296174, -0.504744, 0.804638], [-0.781380, -0.104147, -0.766770], [-2.961059, 0.291520, -1.251030], [1.463263, 0.364279, -0.133457], [0.598872, -2.276562, 0.162024], [-1.712776, -0.130685, 2.812398], [1.551428, -0.093273, -2.250885], [2.785102, 0.949186, -1.580896], [2.835885, -0.765814, -1.153812], [3.283612, 1.034580, 0.830785], [1.622709, 0.946295, 1.792603], [2.613155, -0.500297, 1.550414], [-3.328997, -0.527795, 1.059685], [-0.417027, 0.427393, -1.641301], [-3.893057, 0.485215, -0.896057], [-2.797766, 0.798954, -2.173770]], "atomic_forces_ev_per_a": [[1.4, -0.4, 0.4], [-0.9, -0.6, 0.0], [0.1, -0.5, -3.9], [-3.2, 4.4, -1.4], [0.4, 1.2, 0.9], [-2.4, 0.4, 2.9], [-2.9, 0.2, 1.2], [4.6, 1.5, -2.3], [-1.7, 1.8, -2.6], [0.0, -1.0, 1.0], [-0.1, 0.6, -0.1], [0.1, 0.0, -0.5], [0.8, -0.5, 1.1], [0.0, -1.0, 0.2], [2.2, -3.1, 0.2], [-1.5, -0.5, 0.3], [1.8, 0.0, -0.4], [-0.2, 0.3, -0.8], [2.1, 0.0, -0.2], [-1.0, -1.3, 2.1], [0.3, -0.2, 0.0], [0.1, -1.3, 1.8]]}


No. 3
{"formula": "C5H11CsFInN2O3S", "method": "wB97M-V/def2-TZVPD", "homo_energy_ev": -8.58, "spin_multiplicity": 1, "e_lumo_ev": -1.128, "energy_ev": -33754.1674, "orbital_gap_ha": 0.2738, "symbols": ["C", "C", "In", "N", "C", "C", "O", "C", "N", "S", "O", "O", "F", "H", "H", "H", "H", "H", "H", "H", "H", "H", "H", "H", "Cs"], "coordinates": [[3.689438, -1.786753, 1.569324], [2.789879, -1.071967, 1.232150], [1.040927, 0.192288, 0.798809], [-0.377966, -0.130065, 2.330187], [0.176189, -0.358706, -1.208966], [-1.321453, -0.884354, -1.082553], [-1.696497, -1.814435, -2.162256], [-2.276364, 0.260301, -1.087879], [-1.913213, 1.132739, 0.015372], [1.714148, 2.626631, 0.647526], [1.442688, 3.150896, -0.649333], [3.063015, 2.811181, 1.062852], [0.737293, 3.429914, 1.643073], [4.228567, -2.582187, 1.959755], [-1.054529, -0.818410, 2.034121], [0.124291, -0.585329, 3.082481], [0.193895, 0.520207, -1.830029], [0.840158, -1.158491, -1.674246], [-1.385196, -1.409016, -0.104232], [-0.908704, -2.283294, -2.466275], [-3.256291, -0.157930, -0.923904], [-2.235722, 0.783309, -2.021331], [-2.458892, 0.983812, 0.841359], [-1.893073, 2.101442, -0.240542], [0.737418, -2.951794, -1.765457]], "atomic_forces_ev_per_a": [[-0.1, -0.6, 0.1], [-1.4, 1.5, -0.8], [-0.6, -0.4, 0.2], [0.7, 0.1, -0.2], [0.0, -0.7, -0.1], [2.4, -0.6, -0.3], [-0.4, 0.4, 0.2], [-0.1, 0.0, 1.2], [0.3, 0.1, -0.4], [0.1, -1.1, -0.3], [-1.0, 0.5, -1.1], [0.8, 0.3, 1.2], [0.2, 0.2, 0.1], [1.1, -0.7, 0.4], [-0.3, -0.1, -0.1], [0.0, 0.0, 0.3], [0.1, 0.4, -0.3], [-1.0, 6.3, 0.9], [-0.4, 0.0, -0.5], [-2.9, 1.5, -0.8], [-0.7, -0.1, -0.3], [0.0, 0.2, -0.6], [-0.1, 0.1, 0.3], [-0.1, 0.3, 0.1], [3.5, -7.6, 1.0]]}


No. 4
{"formula": "C5H11CsN2O2", "method": "wB97M-V/def2-TZVPD", "homo_energy_ev": -8.20, "spin_multiplicity": 1, "e_lumo_ev": -0.546, "energy_ev": -12984.2414, "orbital_gap_ha": 0.2811, "symbols": ["N", "C", "C", "C", "N", "C", "C", "O", "O", "H", "H", "H", "H", "H", "H", "H", "H", "H", "H", "H", "Cs"], "coordinates": [[3.201171, 0.196931, 0.027525], [1.805187, -0.149437, -0.263528], [0.864730, 1.014145, -0.001721], [-0.374274, 0.568938, 0.752133], [-1.595169, 1.082210, 0.128148], [-2.659854, 0.054772, 0.197305], [-2.025179, -1.218107, -0.474479], [-1.971321, -2.242287, 0.216877], [-1.502432, -1.038392, -1.604391], [3.825702, -0.113521, -0.699473], [3.496468, -0.204200, 0.904805], [1.491136, -1.051772, 0.246361], [1.769453, -0.334429, -1.327738], [0.486687, 1.345566, -0.964389], [1.375702, 1.863252, 0.434307], [-0.489912, -0.488933, 0.685856], [-0.262857, 0.771076, 1.822104], [-1.857650, 1.955471, 0.561686], [-3.019689, -0.198065, 1.192633], [-3.515717, 0.402079, -0.374539], [0.957819, -2.215299, -1.459481]], "atomic_forces_ev_per_a": [[0.0, -0.2, 0.1], [2.0, 3.2, 0.8], [-0.6, -0.2, -0.3], [-0.3, 0.8, 0.0], [-0.2, -0.3, 0.7], [0.5, 0.1, -0.8], [-0.6, 0.9, 0.2], [0.2, -0.7, 0.1], [0.1, -0.1, -0.3], [0.2, -0.1, 0.0], [0.2, 0.1, 0.1], [0.4, 1.0, 1.2], [0.7, 1.6, 0.5], [0.0, 0.2, -0.2], [0.2, 0.0, 0.3], [0.4, -0.8, 0.2], [-0.2, 0.2, 0.1], [-0.3, 0.0, 0.0], [0.2, -0.1, 0.3], [-0.1, 0.0, -0.2], [-2.8, -5.8, -3.0]]}


No. 5
{"formula": "C5H11F3Si", "method": "wB97M-V/def2-TZVPD", "smiles": "CCC(C)(C)[Si](F)(F)F", "homo_energy_ev": -10.71, "e_above_lowest_ev": 0.168, "spin_multiplicity": 1, "e_lumo_ev": 0.700, "energy_ev": -21398.4259, "orbital_gap_ha": 0.4193, "symbols": ["C", "C", "C", "C", "C", "F", "F", "F", "Si", "H", "H", "H", "H", "H", "H", "H", "H", "H", "H", "H"], "coordinates": [[1.929560, 1.172992, 0.178388], [0.125906, -0.899728, 1.271990], [0.170316, -1.207950, -1.231386], [0.454994, 1.066416, -0.244060], [-0.320508, -0.244557, -0.050513], [-2.764939, 0.618632, 1.371167], [-3.097498, -1.226922, -0.304122], [-2.615188, 1.025221, -1.144191], [-2.254727, 0.033682, 0.014787], [2.162167, 0.756383, 1.136406], [2.651990, 0.823174, -0.502494], [2.121984, 2.258588, 0.225247], [0.344382, -0.044648, 1.961193], [-0.572618, -1.759033, 1.463588], [1.093354, -1.428667, 1.251147], [0.127279, -2.249675, -0.914868], [-0.649837, -1.164825, -1.909781], [1.012704, -0.940077, -1.767524], [-0.122022, 1.876345, 0.389288], [0.202707, 1.534654, -1.194255]], "atomic_forces_ev_per_a": [[-1.0, 1.6, -0.3], [0.2, -0.1, 0.0], [-3.8, -0.3, 1.8], [-2.2, 2.4, 1.8], [1.5, -1.2, -0.6], [-0.1, 0.3, 0.6], [-0.6, -1.4, 0.0], [-0.2, 0.8, -0.5], [2.8, 0.3, -0.7], [-0.1, -0.2, 0.6], [0.7, -0.9, -1.1], [0.1, -0.4, 0.2], [-1.2, -1.2, 0.5], [0.3, 1.2, 0.9], [-0.1, 0.3, -0.7], [0.6, 0.0, 0.1], [-0.5, 0.0, -1.3], [2.0, 0.6, -0.5], [1.1, -1.3, -0.5], [0.6, -0.5, -0.6]]}


No. 6
{"formula": "C5H11FSi", "method": "wB97M-V/def2-TZVPD", "homo_energy_ev": [-7.76, -7.09], "e_above_lowest_ev": 2.692, "spin_multiplicity": 1, "e_lumo_ev": [-0.208, -0.155], "energy_ev": -15956.4293, "orbital_gap_ha": [0.2776, 0.2548], "symbols": ["C", "C", "C", "C", "C", "F", "Si", "H", "H", "H", "H", "H", "H", "H", "H", "H", "H", "H"], "coordinates": [[1.171756, -3.357952, -0.730498], [1.572877, -2.109034, -1.177393], [0.629438, 2.206666, 1.451503], [-2.312107, 1.706925, 0.397054], [0.706196, -1.220312, -1.910267], [-0.760341, -0.249135, 1.630090], [-0.562691, 1.011085, 0.712802], [1.659714, -4.039619, -0.041511], [0.323294, -3.831831, -1.246442], [2.493068, -1.646002, -0.790850], [1.588569, 1.781909, 1.732700], [0.817904, 2.944202, 0.668597], [0.115019, 2.920831, 2.200343], [-2.992816, 1.326766, 1.169885], [-2.349831, 2.778232, 0.457609], [-2.789164, 1.259254, -0.486556], [-0.384758, -1.310920, -1.983216], [1.073874, -0.171066, -2.053849]], "atomic_forces_ev_per_a": [[-0.3, 0.0, -1.3], [-1.4, 0.4, 0.5], [-1.0, 2.0, 0.5], [-0.1, -1.3, 0.5], [1.1, 0.9, 1.2], [-0.1, -1.2, 1.1], [-0.6, 0.7, -1.5], [0.4, 0.5, -0.1], [0.1, 0.4, 0.4], [-0.3, -0.4, -0.3], [-0.1, 0.1, 0.4], [0.3, -0.2, -0.4], [1.0, -1.5, -0.4], [0.3, 0.1, 0.4], [-0.1, 0.6, -0.4], [0.5, 0.6, -0.2], [0.6, -0.5, -0.2], [-0.3, -1.2, -0.2]]}


No. 7
{"formula": "C5H11IN2", "method": "wB97M-V/def2-TZVPD", "homo_energy_ev": -8.76, "e_above_lowest_ev": 2.272, "spin_multiplicity": 1, "e_lumo_ev": -0.137, "energy_ev": -16440.2808, "orbital_gap_ha": 0.3170, "symbols": ["C", "C", "C", "C", "C", "N", "N", "I", "H", "H", "H", "H", "H", "H", "H", "H", "H", "H", "H"], "coordinates": [[1.562289, -2.015649, -1.564787], [0.277464, 1.325600, -0.662131], [-1.829345, 0.050642, 0.123536], [-0.098706, 1.006999, 1.709965], [-0.315822, 0.393691, 0.306952], [0.592288, -1.261156, -1.434285], [0.634564, -0.707522, 0.263908], [0.344456, -2.296987, 1.610326], [1.943532, -2.191676, -2.606824], [2.195956, -2.408662, -0.741285], [0.193224, 0.995951, -1.771861], [-0.185604, 2.394409, -0.486505], [1.377500, 1.492900, -0.546073], [-2.466084, 0.184066, 0.979708], [-1.830207, -1.025156, -0.074115], [-2.199554, 0.462271, -0.825058], [-0.700666, 2.032262, 1.613018], [-0.503922, 0.364025, 2.478281], [1.008638, 1.203993, 1.627230]], "atomic_forces_ev_per_a": [[2.2, -0.7, -0.8], [0.2, 3.4, -3.0], [1.4, -1.2, -1.6], [-0.3, 2.6, -2.2], [-1.1, -0.7, 2.0], [-0.8, 1.4, 3.3], [0.2, -2.2, -2.7], [-0.2, 0.4, -0.6], [-0.8, -0.3, 0.8], [-0.4, 0.3, -0.4], [-0.3, 0.7, 2.0], [0.7, -2.0, -0.7], [-0.8, -0.4, 0.3], [-0.1, 0.6, 0.2], [-0.2, -0.1, 0.0], [-0.2, 0.3, 0.6], [1.4, -2.1, 0.8], [0.4, 0.1, 0.4], [-1.1, -0.1, 1.4]]}